1.
Entry from the OMol25 dataset: a structure of composition C13H29AsOS4Ti (ωB97M-V/def2-TZVPD).

```
49
Properties=species:S:1:pos:R:3:forces:R:3
Ti -0.1128 0.0961 0.1589 0.0 -0.8 -0.5
C -2.1778 -3.1280 1.5418 0.0 -0.1 0.0
C -0.6891 -3.3940 1.6899 -0.2 -0.1 0.1
S 0.4970 -2.1364 1.0496 0.2 0.6 -0.3
C 1.1085 -2.7063 -0.5854 0.0 0.0 -0.1
C 0.0697 -2.7186 -1.6894 0.0 -0.2 0.0
S -0.7027 -1.0700 -1.9613 0.2 0.3 0.4
C -2.4998 -1.3732 -2.0394 -0.2 0.1 0.1
C -3.1837 -1.6930 -0.7165 -0.1 -0.1 0.0
S -2.8674 -3.3791 -0.1069 -0.1 0.0 0.0
H -2.4747 -2.1565 1.9405 0.0 0.0 0.1
H -2.6661 -3.8786 2.1731 0.0 0.1 0.0
H -0.3739 -4.3093 1.1810 0.0 0.0 0.0
H -0.4065 -3.4822 2.7410 0.0 0.0 0.0
H 1.5199 -3.7084 -0.4334 0.0 0.0 0.0
H 1.9615 -2.0615 -0.8104 0.0 0.0 0.0
H -0.7640 -3.3910 -1.4677 0.1 0.1 0.0
H 0.5282 -3.0160 -2.6352 0.0 0.1 0.0
H -2.6087 -2.1788 -2.7704 0.0 0.0 0.0
H -2.9063 -0.4718 -2.5032 0.0 0.0 0.0
H -4.2599 -1.5977 -0.8871 0.0 0.0 0.0
H -2.9326 -0.9635 0.0656 0.0 0.0 0.0
C -3.4806 1.4217 1.5196 0.0 0.0 0.0
As -1.5945 1.8478 1.4640 -0.1 0.1 0.2
C -0.9084 1.7078 3.2742 0.0 0.0 0.0
C -1.4426 3.6948 0.9193 0.1 -0.1 -0.1
H -3.9278 2.2031 2.1408 0.0 0.0 0.0
H -3.6517 0.4547 1.9890 0.0 0.0 0.0
H -3.9185 1.4623 0.5237 0.0 0.0 0.0
H -1.6000 2.2954 3.8854 0.0 0.0 0.0
H 0.0889 2.1398 3.3396 0.0 0.0 0.0
H -0.9091 0.6812 3.6393 0.0 0.0 0.0
H -2.0239 4.2494 1.6613 0.0 0.0 0.0
H -1.8742 3.8387 -0.0697 0.0 0.0 0.0
H -0.4065 4.0250 0.9470 0.0 0.0 0.0
O 1.3011 1.0198 -0.3413 0.0 0.0 0.2
S 2.3100 2.3028 -0.7119 0.0 -0.1 0.0
C 2.8273 1.9884 -2.4170 0.0 0.0 0.0
C 4.0553 1.0911 -2.3370 0.0 0.0 0.0
C 4.8742 1.6260 -1.1696 0.0 0.0 0.0
C 3.9170 1.8060 0.0160 0.0 0.0 0.0
H 3.0738 3.0093 -2.7443 0.0 0.0 0.0
H 1.9626 1.6594 -2.9949 0.0 0.0 0.0
H 4.6015 1.1433 -3.2793 0.0 0.0 0.0
H 3.7645 0.0492 -2.1835 0.0 0.0 0.0
H 5.3338 2.5823 -1.4224 0.0 0.0 0.0
H 5.6756 0.9495 -0.8720 0.0 0.0 0.0
H 4.1792 2.5892 0.7283 0.0 0.0 0.0
H 3.7142 0.8800 0.5604 0.0 0.0 0.0
```
Positions in Å, forces in eV/Å.

The value obtained for the LUMO energy (alpha / beta) is -15.74 / -15.74 eV. Its HOMO-LUMO gap (alpha / beta) is 4.84 / 4.84 eV. The calculation puts the HOMO energy (alpha / beta) at -20.57 / -20.57 eV. The charge is +4.

2.
Entry from the OMol25 dataset: a cluster of 2 separate species, C13H29BCl2N3O5Si in total (ωB97M-V/def2-TZVPD).

```
54
Properties=species:S:1:pos:R:3:forces:R:3
C 0.4447 -4.3096 -1.7642 0.3 1.4 0.2
B 0.4010 -2.9314 -2.5525 -0.4 -1.8 0.0
O 0.1007 -2.9111 -3.8612 -0.3 0.8 0.1
N 0.7532 -1.6679 -1.8109 1.1 -0.5 -0.7
C 0.1199 -0.5445 -1.9138 -1.1 0.6 -0.7
N -0.9836 -0.5066 -2.7338 0.0 0.5 1.1
C -2.0245 0.4241 -2.2743 -1.0 0.5 -1.3
C -3.4409 -0.0811 -2.6639 0.6 0.4 0.0
O -3.6032 -1.4378 -2.3129 -0.4 0.6 0.7
Si -4.3848 -1.7127 -0.8340 -0.6 -1.1 0.6
C -6.2736 -1.7674 -0.9574 0.7 0.5 0.4
C -3.9480 -0.4716 0.5254 0.9 0.2 -0.5
C -3.7860 -3.4152 -0.2347 0.4 0.9 -0.5
N 0.4917 0.6223 -1.2420 0.7 -0.4 -0.3
C 1.8962 0.7366 -1.0396 -0.5 0.0 0.1
Cl 2.9166 1.4018 -2.2759 -0.8 -0.2 0.0
C 2.4479 0.3767 0.0953 1.5 -0.6 1.5
C 3.9284 0.5106 0.4106 -0.8 0.6 0.5
Cl 1.4590 -0.3029 1.3903 0.2 0.1 -0.6
H -0.1699 -5.0839 -2.2258 0.1 0.0 0.1
H 1.5038 -4.6153 -1.7602 -0.3 -0.2 0.1
H 0.1436 -4.1093 -0.7278 0.0 -0.5 -0.1
H -0.3656 -3.7148 -4.1325 0.4 0.1 -0.1
H 1.5567 -1.7292 -1.1856 -0.2 0.3 0.0
H -0.7074 -0.3429 -3.6983 -0.2 -0.5 -0.1
H -1.9057 1.3850 -2.7978 0.1 0.0 0.5
H -2.0421 0.5784 -1.1939 0.4 -0.2 -0.1
H -4.1334 0.5960 -2.1343 0.0 -0.2 -0.2
H -3.6127 0.0991 -3.7332 0.0 -0.4 0.1
H -6.6015 -2.5924 -0.3126 -0.1 0.0 -0.4
H -6.6580 -1.8560 -1.9758 -0.1 -0.1 0.2
H -6.6486 -0.8590 -0.4646 -0.1 -0.1 -0.4
H -4.0440 0.5815 0.2264 -0.2 -0.2 0.2
H -2.8819 -0.6144 0.7780 -0.2 0.0 0.1
H -4.5112 -0.6483 1.4471 -0.1 0.0 -0.3
H -2.8516 -3.6345 -0.7723 -0.3 -0.2 0.1
H -3.5274 -3.3738 0.8295 -0.3 -0.2 -0.1
H -4.5482 -4.1671 -0.4515 0.3 -0.1 0.2
H -0.0381 0.7888 -0.3902 -0.1 0.3 -0.2
H 4.1773 1.5708 0.2741 0.3 -0.3 -0.2
H 4.0827 0.3110 1.4729 0.2 -0.3 -0.3
H 4.5512 -0.1190 -0.2267 -0.1 0.1 0.1
C 6.0478 5.4635 5.0358 0.2 0.3 0.2
O 5.7035 4.3319 4.2302 -0.1 -0.1 -0.1
C 4.3945 4.1290 4.1010 0.2 0.1 0.1
O 3.5189 4.7942 4.5868 0.0 -0.1 -0.1
O 4.2165 3.0461 3.3285 0.0 -0.1 -0.1
C 2.8508 2.7105 3.1052 -0.2 0.0 0.0
H 7.1326 5.5193 5.0628 0.0 -0.2 -0.1
H 5.6587 6.3805 4.5964 -0.1 -0.1 0.1
H 5.6762 5.3392 6.0516 -0.1 0.0 -0.1
H 2.3333 3.5192 2.5885 0.0 0.1 0.2
H 2.3504 2.4770 4.0443 0.0 0.1 0.0
H 2.8340 1.8267 2.4736 0.2 0.1 0.1
```
Positions in Å, forces in eV/Å.

The value obtained for the LUMO energy is -3.88 eV. Its HOMO-LUMO gap is 8.71 eV. The calculation puts the HOMO energy at -12.59 eV. The charge is +1.

3.
Entry from the OMol25 dataset: a structure of composition C13H29BrFGaIO6 (ωB97M-V/def2-TZVPD).

```
52
Properties=species:S:1:pos:R:3:forces:R:3
C -3.9460 0.6249 1.7448 -0.8 0.2 -0.9
C -3.0332 1.2868 0.7087 0.7 0.6 1.1
Br -3.9530 3.0143 0.2125 -0.1 -0.2 -0.3
C -1.6139 1.6607 1.2045 -0.4 -1.0 -0.5
Ga -0.9017 0.6128 2.8061 0.4 0.9 -0.1
O 0.9588 0.9244 2.8461 -0.5 -0.4 -0.1
I -1.1907 -1.9807 2.6390 0.0 -0.1 0.0
C -1.6170 1.4201 4.5646 -0.4 0.8 -0.1
C -0.9177 2.7365 4.7318 -3.2 -2.7 -1.7
O 0.0006 2.8882 5.3975 3.8 1.6 2.5
F -1.4382 3.7576 4.0013 -0.2 0.4 -0.3
H -3.7372 -0.4474 1.8121 0.2 0.2 0.2
H -4.9798 0.7387 1.3860 0.2 -0.3 0.2
H -3.9109 1.1215 2.7166 0.3 -0.1 -0.1
H -2.9641 0.7080 -0.2127 -0.3 0.1 0.1
H -1.5439 2.7217 1.4593 0.0 -0.2 0.1
H -0.9276 1.4597 0.3696 0.0 0.3 0.2
H 1.3927 0.1589 2.4503 0.0 0.2 0.1
H -2.6985 1.6053 4.5468 0.2 -0.2 -0.3
H -1.3844 0.8262 5.4506 0.1 0.0 -0.2
C 5.2570 1.0833 -0.5819 0.1 0.0 0.0
O 5.1629 2.2236 -1.4191 -0.1 -0.2 0.1
C 4.0107 2.1993 -2.2518 0.3 0.4 -0.1
C 2.9142 3.0965 -1.7133 -0.3 -0.3 0.1
O 2.3975 2.6041 -0.4908 0.3 0.1 0.0
C 2.8956 3.2980 0.6447 -0.1 -0.1 0.2
H 6.0270 1.2790 0.1640 0.0 0.0 -0.1
H 4.3155 0.8783 -0.0682 0.0 0.0 0.0
H 5.5551 0.2075 -1.1700 -0.1 -0.1 0.0
H 3.6445 1.1757 -2.3778 -0.1 0.0 0.1
H 4.3200 2.5704 -3.2352 0.0 0.0 0.0
H 2.0861 3.1068 -2.4309 0.0 0.0 0.0
H 3.2740 4.1245 -1.6000 0.1 0.0 0.0
H 2.4263 4.2851 0.7134 0.1 0.0 0.0
H 3.9829 3.4110 0.6041 0.0 0.0 -0.1
H 2.6345 2.7232 1.5333 -0.2 0.0 -0.1
C 0.2101 -4.4319 -3.3729 0.0 -0.1 -0.1
O -0.9981 -5.1450 -3.1735 0.1 0.1 0.1
C -1.3077 -5.3250 -1.7955 -0.3 -0.2 -0.3
C -2.3682 -4.3488 -1.3300 0.2 0.2 0.4
O -1.8879 -3.0156 -1.3458 0.0 -0.1 -0.3
C -2.3449 -2.2769 -2.4633 0.0 0.0 0.1
H 0.2615 -4.1487 -4.4243 0.0 -0.1 0.0
H 0.2526 -3.5270 -2.7629 0.0 0.0 0.0
H 1.0686 -5.0725 -3.1418 0.1 0.1 0.0
H -0.4070 -5.2382 -1.1810 0.0 0.1 0.0
H -1.6941 -6.3438 -1.6857 0.0 0.0 0.0
H -2.6280 -4.5822 -0.2923 0.0 0.0 0.0
H -3.2769 -4.4436 -1.9339 0.0 0.0 -0.1
H -3.4007 -2.0132 -2.3353 0.0 0.0 -0.1
H -2.2179 -2.8322 -3.3970 0.0 0.0 0.0
H -1.7595 -1.3597 -2.5209 0.0 0.0 0.1
```
Positions in Å, forces in eV/Å.

The value obtained for the LUMO energy is 2.49 eV. Its HOMO-LUMO gap is 7.90 eV. The calculation puts the HOMO energy at -5.42 eV. The charge is -1.

4.
Entry from the OMol25 dataset: the ion C13H29F3INO3PS with charge -1 (ωB97M-V/def2-TZVPD).

```
52
Properties=species:S:1:pos:R:3:forces:R:3
C 3.1637 3.3769 1.2879 0.2 -0.6 -0.1
C 3.1402 2.7261 -0.0946 -0.3 0.5 -0.1
C 1.7284 2.4132 -0.5785 -0.3 -0.2 0.2
C 0.9024 1.4716 0.3533 -0.1 1.4 -0.6
N 0.1397 0.5179 -0.3878 0.9 -0.7 0.2
P -0.7363 -0.9337 0.2243 -0.6 0.1 0.1
C -1.5094 0.0144 1.7207 -0.5 -0.1 0.0
C -2.9787 0.3721 1.4421 0.5 0.1 0.5
C -3.1247 1.7587 0.8028 -0.5 -0.2 0.1
S -3.6632 1.7765 -0.8976 0.6 -0.2 -0.2
O -2.6236 2.2994 -1.7444 -0.2 0.1 0.0
O -4.3339 0.5786 -1.2825 -0.2 0.0 0.1
O -4.7802 2.9347 -0.7863 -0.1 0.1 0.2
C -0.1362 -2.0005 -1.2921 -0.3 0.1 -0.2
C -0.4120 -3.4940 -1.1819 0.2 -0.1 -0.7
C -0.6327 -4.1626 -2.5256 0.0 -0.5 -0.1
F 0.1486 -3.6889 -3.5306 -0.3 -0.2 0.3
F -1.9182 -4.0682 -2.9575 0.4 0.1 0.0
F -0.3672 -5.5149 -2.4647 -0.2 0.6 0.0
C 0.7932 -1.5004 1.3674 0.0 -0.4 -0.2
I 0.1071 -3.1272 2.6834 0.0 0.2 0.0
C 2.0798 -2.0503 0.7584 0.6 0.0 0.1
C 2.9368 -1.0673 -0.0447 0.0 0.0 0.5
H 2.6529 4.3356 1.2749 0.0 0.2 0.0
H 2.6801 2.7320 2.0193 -0.1 0.0 0.1
H 4.1946 3.5059 1.6124 0.1 0.2 0.1
H 3.7595 1.8340 -0.1194 0.1 -0.2 0.1
H 3.5773 3.4443 -0.7938 0.2 -0.1 -0.1
H 1.7421 1.9693 -1.5728 0.2 -0.1 -0.1
H 1.1988 3.3639 -0.6799 -0.1 0.1 -0.1
H 1.5937 1.0493 1.0751 0.0 -0.5 0.0
H 0.2635 2.1619 0.9344 0.0 -0.1 0.3
H -0.2850 0.9014 -1.2152 -0.2 0.1 -0.1
H -1.8747 -0.5121 -0.5851 0.0 0.0 0.0
H -1.5149 -2.0741 0.6730 -0.1 -0.1 0.0
H -0.9955 0.9427 1.9863 0.2 -0.1 0.0
H -1.5072 -0.6060 2.6189 0.2 -0.2 0.0
H -3.4745 -0.3953 0.8512 0.0 -0.1 -0.2
H -3.5028 0.4129 2.3991 -0.2 0.0 0.0
H -2.2016 2.3278 0.8094 0.2 0.0 -0.1
H -3.8712 2.3444 1.3355 -0.1 0.1 -0.1
H -4.7904 3.3749 -1.6412 0.0 0.2 -0.3
H 0.8846 -1.7923 -1.6020 0.2 -0.2 0.1
H -0.7486 -1.6366 -2.1216 -0.1 0.2 0.0
H -1.3210 -3.6819 -0.6145 -0.1 0.0 0.2
H 0.3936 -4.0603 -0.7212 0.1 0.1 0.2
H 1.0524 -0.7495 2.1109 0.0 0.2 0.0
H 2.7268 -2.3943 1.5711 0.0 -0.1 0.1
H 1.9222 -2.9448 0.1605 -0.3 0.0 -0.1
H 3.3327 -0.3073 0.6282 0.0 0.2 0.0
H 2.3877 -0.5713 -0.8358 0.0 0.0 -0.2
H 3.8012 -1.6062 -0.4292 0.0 0.0 -0.3
```
Positions in Å, forces in eV/Å.

The value obtained for the LUMO energy is 2.46 eV. Its HOMO-LUMO gap is 6.75 eV. The calculation puts the HOMO energy at -4.30 eV. The charge is -1.